1.
Computed, not measured: a 4-piece molecular cluster, C16H42BrN3O2 overall in a non-equilibrium geometry, with ωB97M-V/def2-TZVPD.

Geometry as ORCA input:
```
! RIJCOSX wB97M-V def2-TZVPD def2/J DEFGRID3
* xyz 2 1
C 1.13172 -0.78392 5.54533
C 0.55738 -0.09117 4.27978
C -0.92113 0.25243 4.39447
N -1.54424 0.90553 3.17047
C -1.79055 -0.19505 2.09415
C -3.00203 1.40586 3.55331
C -3.20177 2.62763 2.56400
C -1.93295 2.93466 1.84346
C -0.90216 2.14691 2.63075
H 2.16436 -1.07014 5.34569
H 0.49659 -1.62147 5.83381
H 1.18672 -0.03580 6.33614
H 0.64603 -0.77670 3.43700
H 0.99313 0.89059 4.09439
H -0.92776 0.94884 5.23296
H -1.56886 -0.59942 4.60161
H -2.19359 0.31985 1.22205
H -2.49723 -0.94539 2.44866
H -0.81289 -0.63697 1.90187
H -3.70173 0.57041 3.57672
H -2.85521 1.78875 4.56322
H -4.00562 2.51693 1.83621
H -3.60006 3.39300 3.23009
H -1.94683 2.57307 0.81528
H -1.75844 4.00851 1.91041
H -0.04349 1.91632 2.00019
H -0.56561 2.75271 3.47209
C -1.11660 -2.08821 -3.26065
C -2.49463 -1.64046 -2.77131
C -3.14230 -2.67090 -1.80300
O -2.43539 -2.74644 -0.63717
C -3.16434 -3.16729 0.51408
N -2.32595 -0.33538 -2.01627
H -2.15685 0.36504 -2.72402
H -2.99330 -0.02693 -1.32373
H -1.51438 -0.38204 -1.41687
H -0.50147 -2.57751 -2.50547
H -0.56044 -1.32533 -3.80544
H -1.21470 -2.86931 -4.01455
H -3.18339 -1.42916 -3.58927
H -2.97180 -3.62438 -2.30289
H -4.16648 -2.31490 -1.69152
H -3.84608 -2.40018 0.88133
H -2.46613 -3.45080 1.30163
H -3.80970 -4.00058 0.23617
C 4.14763 1.55207 -1.36268
C 4.65336 0.61231 -2.46153
C 3.56076 0.43773 -3.58077
O 4.09994 -0.48127 -4.61709
C 3.10862 -0.56840 -5.61455
N 5.89801 1.32311 -3.00026
H 6.56886 0.72135 -3.45627
H 5.70262 1.80522 -3.86599
H 6.44612 1.91244 -2.39004
H 4.20052 2.54843 -1.80150
H 4.71541 1.51850 -0.43284
H 3.13402 1.33428 -1.02612
H 4.97253 -0.34208 -2.04275
H 3.22156 1.35541 -4.06129
H 2.69593 -0.01679 -3.09747
H 2.26212 -1.20927 -5.36793
H 3.60460 -0.96829 -6.49896
H 2.78126 0.44140 -5.86200
Br 0.88625 -0.48735 -0.46508
*
```

Values from the calculation:
Strongest force on any atom: 2.9 eV Å⁻¹
Frontier orbital gap: 8.17 eV
E: -3522.99534 Eh

2.
Computed, not measured: C24H22ClN2O7Rh as an isolated structure, with ωB97M-V/def2-TZVPD.

Geometry as ORCA input:
```
! RIJCOSX wB97M-V def2-TZVPD def2/J DEFGRID3
* xyz 0 1
Rh 0.54061 0.27133 0.99409
C 5.19388 -0.23788 1.88095
C 3.77907 -0.80048 1.70908
C 3.48818 -1.90670 2.71514
C 2.77808 0.32589 1.75966
C 1.95881 0.59760 2.84682
C 0.95570 1.61321 2.76837
C 0.83123 2.44991 1.65332
C -0.15705 3.57397 1.62760
C 1.65735 2.16884 0.52366
C 2.56104 1.10293 0.57118
H 5.93056 -1.03352 1.77197
H 5.31187 0.20306 2.87298
H 5.41445 0.53074 1.13868
H 3.69938 -1.22440 0.70267
H 3.64231 -1.56617 3.74156
H 4.16525 -2.74346 2.54649
H 2.46471 -2.27427 2.62051
H 1.97958 -0.04288 3.71670
H 0.26940 1.73587 3.59558
H -0.49084 3.79050 0.61385
H 0.31154 4.47683 2.02391
H -1.02656 3.34596 2.24246
H 1.54758 2.73223 -0.39117
H 3.09242 0.82637 -0.33126
O -2.17902 -2.45690 2.24419
C -1.22372 -2.00555 1.64822
O -0.62341 -0.91749 2.06197
C -0.67183 -2.76338 0.46216
C -1.22299 -4.01971 0.25492
C -0.75606 -4.84351 -0.74962
C 0.27900 -4.45040 -1.57844
C 0.79992 -3.19273 -1.40561
C 0.35700 -2.30187 -0.39305
O 0.93237 -1.14229 -0.32652
N 1.88091 -2.79291 -2.31313
O 2.71434 -3.64162 -2.57637
O 1.87403 -1.66665 -2.76175
N -1.34946 -6.16786 -0.93817
O -0.90988 -6.85768 -1.83881
O -2.24525 -6.49830 -0.18811
H -2.02028 -4.34488 0.90722
H 0.66293 -5.10655 -2.34536
Cl -0.46054 0.47172 -6.00736
C -0.68931 0.56160 -4.28926
C -1.23900 -0.51632 -3.61592
C -1.40855 -0.43984 -2.24479
C -1.03446 0.69799 -1.52833
C -1.18894 0.73239 -0.05422
C -0.51044 1.77458 -2.24031
C -0.33174 1.71523 -3.61290
H -1.52499 -1.40448 -4.16236
H -1.84351 -1.28096 -1.71851
H -1.91744 0.00610 0.29509
H -1.47182 1.72121 0.30546
H -0.25470 2.69187 -1.72122
H 0.07427 2.55600 -4.15822
*
```

Values from the calculation:
Strongest force on any atom: 0.2 eV Å⁻¹
Energy relative to the best compared isomer or geometry (same formula, charge and spin): 0.0 kJ/mol
Frontier orbital gap: 7.93 eV
E: -2134.51668 Eh

3.
Computed, not measured: C14H33IO10S5Sb as an isolated structure in a non-equilibrium geometry, with ωB97M-V/def2-TZVPD.

Geometry as ORCA input:
```
! RIJCOSX wB97M-V def2-TZVPD def2/J DEFGRID3
* xyz -1 1
C 0.85834 -0.03466 -2.64528
S 0.90599 1.18887 -1.22200
O -0.58428 1.66562 -1.01506
O 1.49537 0.52683 0.06963
Sb 2.18688 3.25580 -1.74650
I 1.09500 4.60698 0.44408
C 3.95308 2.53703 -0.53992
S 4.91306 1.40665 -1.74568
O 6.01961 0.58235 -1.04450
O 5.45308 2.37400 -2.85940
H -0.28011 -0.33636 -2.82907
H 1.33581 0.41861 -3.61307
H 1.41917 -1.04634 -2.42782
H 0.88020 3.89076 -2.74664
H 3.18536 4.66364 -2.17420
H 2.77115 2.41273 -3.19777
H 3.63223 1.97891 0.44048
H 4.60589 3.48622 -0.22684
H 3.91635 0.62353 -2.37791
C 1.74889 -1.19480 2.80520
C 3.20291 -1.65178 2.69749
C 3.65363 -2.08010 4.09300
S 2.18306 -2.62785 4.94686
O 1.92303 -1.72059 6.04477
O 2.24281 -4.06482 5.12572
C 1.04148 -2.26074 3.62866
H 1.28687 -1.07493 1.82093
H 1.70232 -0.22864 3.32175
H 3.26721 -2.50478 2.01105
H 3.84712 -0.86138 2.29979
H 4.37470 -2.90024 4.04878
H 4.07733 -1.24114 4.65182
H 0.08955 -1.92298 4.04186
H 0.89652 -3.17598 3.04697
C -4.38651 5.56139 -2.77550
C -5.09379 4.32969 -2.21224
C -4.01440 3.35255 -1.74947
S -2.59587 4.34604 -1.31080
O -1.52077 4.04650 -2.23306
O -2.41632 4.31238 0.12693
C -3.30714 5.91597 -1.76358
H -5.08043 6.39264 -2.93084
H -3.92961 5.31583 -3.74162
H -5.71510 4.62474 -1.35792
H -5.75330 3.86746 -2.95339
H -4.33879 2.77787 -0.87824
H -3.71728 2.67404 -2.55385
H -2.53592 6.57233 -2.17026
H -3.74220 6.35854 -0.86252
C -1.03054 -6.00924 0.92497
C -2.43796 -6.05553 0.33200
C -2.98839 -4.63043 0.34540
S -1.57212 -3.54675 0.23821
O -1.46996 -2.79870 1.47357
O -1.56059 -2.90414 -1.06078
C -0.33845 -4.83261 0.25318
H -0.48799 -6.94409 0.75670
H -1.09057 -5.84189 2.00702
H -2.38678 -6.42152 -0.70065
H -3.08968 -6.73574 0.88921
H -3.65110 -4.44716 -0.50416
H -3.51199 -4.41238 1.28026
H 0.54908 -4.49282 0.78967
H -0.08514 -5.06539 -0.78543
*
```

Values from the calculation:
Strongest force on any atom: 6.4 eV Å⁻¹
Energy relative to the best compared isomer or geometry (same formula, charge and spin): 327.1 kJ/mol
Frontier orbital gap: 7.12 eV
E: -3834.31811 Eh

4.
Computed, not measured: a 3-piece molecular cluster, C18H25N2O7S overall, with ωB97M-V/def2-TZVPD.

Geometry as ORCA input:
```
! RIJCOSX wB97M-V def2-TZVPD def2/J DEFGRID3
* xyz 1 1
N -4.95489 0.09976 2.52936
C -4.80120 -0.35841 3.86949
S -3.14792 -0.92051 4.46827
C -2.87709 -2.67421 3.73593
N -2.19747 -2.91291 2.54068
C -1.94385 0.26088 3.73669
O -1.52744 -0.04018 2.45465
C -1.37221 1.10567 1.59566
O -2.57573 1.52539 1.07490
C -3.02205 0.74955 -0.04849
C -4.21007 1.46847 -0.73633
O -4.26837 2.84586 -0.46960
H -5.38261 -0.59077 1.92860
H -4.13584 0.49105 2.07148
H -5.05693 0.39627 4.62509
H -5.42293 -1.24081 4.06212
H -2.37376 -3.16229 4.57439
H -3.91936 -3.01308 3.70604
H -1.19718 -2.79348 2.60713
H -2.53245 -2.39706 1.74084
H -2.45028 1.23441 3.81734
H -1.10750 0.23709 4.44531
H -0.67246 0.76953 0.82365
H -0.95972 1.93696 2.17748
H -3.33091 -0.24768 0.30491
H -2.18763 0.59516 -0.74356
H -4.06764 1.38561 -1.81703
H -5.15574 0.96006 -0.49539
H -4.61416 3.00560 0.41034
C 1.15369 -0.78216 -2.37414
C 2.39607 -1.25744 -2.40287
C 2.71674 -2.61090 -1.88398
O 3.85159 -3.03072 -1.87486
C 1.59013 -3.43181 -1.36065
C 0.34798 -2.95625 -1.33926
C 0.03939 -1.59136 -1.83340
O -1.09768 -1.15649 -1.79197
H 0.90673 0.20624 -2.74115
H 3.21799 -0.67345 -2.79549
H 1.84752 -4.42300 -1.00934
H -0.49345 -3.53340 -0.97556
C 5.81811 1.11658 -2.23022
C 7.12002 1.38499 -2.26595
C 7.65472 2.50415 -3.08763
O 8.83835 2.75028 -3.11511
C 6.67841 3.30541 -3.87161
C 5.37690 3.03420 -3.83504
C 4.84720 1.92200 -3.01034
O 3.65581 1.67875 -2.97910
H 5.40846 0.30462 -1.64191
H 7.85292 0.81361 -1.71075
H 7.09411 4.11042 -4.46400
H 4.64370 3.59979 -4.39564
*
```

Values from the calculation:
Strongest force on any atom: 0.6 eV Å⁻¹
Frontier orbital gap: 8.25 eV
E: -1734.88896 Eh